Record 1
Computed, not measured: the ion C26H25F2N4O2 with charge +1 in a non-equilibrium geometry, with ωB97M-V/def2-TZVPD.

Values from the calculation:
spin multiplicity = 1
HOMO energy = -11.43 eV
LUMO = -2.84 eV
net charge = +1
structure (SMILES) = CC(=O)N1CCN2CCN(C(C)=O)c3c[n+](C(c4ccc(F)cc4)c4ccc(F)cc4)cc1c32

```
59
Properties=species:S:1:pos:R:3:mulliken_charge:R:1
C -1.78 -2.06 -3.54 -1.573
C -1.55 -2.50 -2.14 0.898
O -2.17 -2.04 -1.17 -0.588
N -0.59 -3.51 -2.04 0.115
C -0.31 -4.46 -3.13 -0.662
C -0.34 -5.87 -2.63 -0.745
N 0.52 -6.01 -1.48 -0.136
C 0.74 -7.37 -1.06 -0.860
C 1.85 -7.41 -0.05 -0.721
N 1.62 -6.47 1.07 0.083
C 2.11 -6.74 2.36 0.940
C 3.04 -7.91 2.36 -1.521
O 1.78 -6.12 3.36 -0.607
C 1.05 -5.21 0.77 -0.139
C 0.98 -4.16 1.70 -1.035
N 0.31 -2.98 1.49 0.118
C -0.01 -1.76 2.72 0.444
C -1.31 -0.88 2.71 -0.083
C -2.54 -1.47 2.41 -0.191
C -3.77 -0.81 2.63 -0.945
C -3.72 0.52 3.11 0.425
F -4.91 1.15 3.39 -0.306
C -2.53 1.18 3.38 -0.897
C -1.34 0.46 3.19 -0.320
C 1.26 -0.96 2.58 0.824
C 2.47 -1.65 2.82 -0.340
C 3.64 -0.96 3.13 -0.717
C 3.59 0.44 3.09 0.340
F 4.65 1.13 3.63 -0.312
C 2.49 1.16 2.60 -0.841
C 1.35 0.41 2.22 -0.527
C -0.03 -2.76 0.22 -0.978
C 0.02 -3.73 -0.81 -0.320
C 0.60 -5.00 -0.56 1.219
H -0.84 -1.97 -4.06 0.400
H -2.40 -2.82 -4.02 0.358
H -2.30 -1.11 -3.55 0.392
H -1.04 -4.32 -3.93 0.490
H 0.68 -4.24 -3.56 0.238
H -1.37 -6.17 -2.38 0.307
H 0.07 -6.55 -3.38 0.409
H -0.17 -7.80 -0.63 0.335
H 1.05 -7.91 -1.95 0.423
H 1.93 -8.42 0.35 0.473
H 2.82 -7.18 -0.53 0.298
H 3.80 -7.78 1.60 0.393
H 3.49 -7.99 3.34 0.377
H 2.46 -8.81 2.16 0.394
H 1.44 -4.27 2.67 1.000
H -0.06 -2.51 3.58 0.327
H -2.56 -2.49 2.02 0.339
H -4.72 -1.32 2.48 0.446
H -2.50 2.21 3.79 0.411
H -0.42 0.95 3.52 0.597
H 2.50 -2.74 2.74 0.093
H 4.55 -1.49 3.45 0.432
H 2.48 2.26 2.56 0.432
H 0.54 0.94 1.70 0.841
H -0.43 -1.78 0.04 0.750
```

---

Record 2
Computed, not measured: a structure of composition C40H40BrEuN9 in a non-equilibrium geometry, with ωB97M-V/def2-TZVPD.

Values from the calculation:
spin multiplicity = 7
HOMO energy (alpha / beta) = -9.50 / -9.51 eV
LUMO (alpha / beta) = -2.94 / -2.90 eV
net charge = +1

```
91
Properties=species:S:1:pos:R:3:mulliken_charge:R:1
Eu -0.31 0.58 -0.65 -0.010
C 1.65 3.46 2.39 -1.177
C 1.04 2.91 1.28 -0.427
N 0.88 1.58 1.12 0.971
C 1.32 0.72 2.08 0.215
C 1.95 1.21 3.25 0.677
C 2.12 2.61 3.38 -0.863
C 2.34 0.30 4.26 -1.040
C 2.04 -1.05 4.13 -1.358
C 1.45 -1.54 2.99 -0.433
C 1.16 -0.70 1.88 -0.019
N 0.69 -1.09 0.66 1.482
C 0.92 -2.31 0.08 -0.255
C 1.80 -3.31 0.55 -0.911
C 1.92 -4.53 -0.10 -1.000
C 1.23 -4.78 -1.27 -1.011
C 0.43 -3.77 -1.85 1.126
C -0.14 -3.92 -3.18 -0.806
C -0.65 -2.89 -3.85 -1.289
C -0.79 -1.54 -3.24 0.096
N -0.45 -1.49 -1.78 1.169
C 0.29 -2.55 -1.18 -0.585
H 1.76 4.53 2.47 0.485
H 0.66 3.54 0.49 0.553
H 2.61 3.00 4.27 0.513
H 2.84 0.67 5.14 0.468
H 2.26 -1.74 4.94 0.446
H 1.19 -2.59 2.94 0.779
H 2.42 -3.11 1.41 0.731
H 2.58 -5.29 0.30 0.424
H 1.33 -5.73 -1.79 0.461
H -0.06 -4.90 -3.64 0.471
H -1.00 -2.99 -4.87 0.465
H -0.25 -0.78 -3.80 0.457
C 2.67 0.00 -2.68 -1.476
N 1.49 0.78 -2.30 0.712
C 1.30 1.91 -2.95 0.066
C 0.12 2.68 -2.86 -0.107
C -0.19 3.86 -3.59 -1.134
C -1.53 4.14 -3.35 -0.955
C -1.99 3.13 -2.49 -0.670
N -1.02 2.24 -2.17 0.280
C 3.88 0.26 -1.80 0.168
C 3.81 0.14 -0.42 0.861
C 4.93 0.33 0.37 -0.767
C 6.15 0.65 -0.23 -0.605
C 6.23 0.78 -1.60 -0.704
C 5.10 0.59 -2.39 -0.804
H 2.94 0.22 -3.71 0.615
H 2.40 -1.06 -2.62 0.146
H 2.05 2.28 -3.65 0.373
H 0.50 4.42 -4.20 0.514
H -2.11 4.95 -3.75 0.465
H -3.00 3.02 -2.12 0.548
H 2.87 -0.12 0.04 0.600
H 4.87 0.23 1.44 0.476
H 7.03 0.79 0.38 0.408
H 7.17 1.03 -2.08 0.386
H 5.16 0.70 -3.46 0.389
C -2.97 3.10 3.00 -1.195
N -3.15 2.11 1.95 0.099
C -3.12 2.67 0.61 -1.044
C -2.66 0.84 2.12 0.574
N -2.00 0.27 1.15 0.363
N -2.92 0.24 3.31 0.181
C -2.20 -0.96 3.71 -0.779
C -4.13 0.51 4.08 -1.295
H -2.11 3.73 2.78 0.352
H -2.80 2.63 3.96 0.425
H -3.86 3.74 3.07 0.310
H -3.83 3.50 0.57 0.348
H -3.43 1.92 -0.11 0.291
H -2.13 3.05 0.35 0.347
H -1.82 -0.71 1.37 -0.540
H -1.18 -0.94 3.34 0.097
H -2.71 -1.87 3.35 0.326
H -2.16 -1.00 4.79 0.414
H -4.75 1.24 3.57 0.390
H -3.89 0.86 5.08 0.370
H -4.70 -0.41 4.17 0.407
Br -4.60 -4.25 -0.19 -0.165
C -3.66 -3.04 -1.28 -0.379
C -4.06 -2.85 -2.61 -0.278
C -3.37 -1.97 -3.40 -1.434
C -2.26 -1.14 -2.88 0.635
N -1.93 -1.36 -1.43 0.271
C -2.55 -2.39 -0.75 -0.319
H -4.89 -3.43 -2.99 0.450
H -3.62 -1.84 -4.45 0.516
H -2.46 -0.08 -3.06 0.203
H -2.14 -2.64 0.22 0.469
```

---

no.,molar mass (g/mol),calculated total energy (eV)
1,463.51,-42851.03591
2,878.69,-144906.29152